C22H45Cl3N5SbSi3Ti as an isolated structure, computed with the ωB97M-V functional and the def2-TZVPD basis.

Last column: Löwdin spin population.
Geometry (Å):
Ti (-2.18, 1.01, -1.46)  0.35
C (-2.98, -0.02, 0.48)  0.23
C (-4.05, 0.29, -1.94)  -0.03
N (-3.46, 0.67, -3.18)  -0.01
C (-4.01, 1.83, -3.89)  0.00
C (-3.59, 3.10, -3.23)  0.00
C (-4.03, 4.34, -3.67)  0.00
C (-3.52, 5.48, -3.08)  0.00
C (-2.57, 5.36, -2.07)  0.00
C (-2.19, 4.10, -1.67)  0.00
C (-1.12, 3.83, -0.66)  0.00
N (-1.43, 2.55, 0.02)  0.00
C (-2.41, 2.75, 1.13)  0.02
C (-2.27, 1.62, 2.15)  0.03
N (-2.12, 0.35, 1.47)  0.38
N (-2.71, 2.98, -2.22)  0.00
H (-2.87, -1.05, 0.16)  0.02
H (-4.00, 0.32, 0.61)  0.02
H (-4.87, 0.93, -1.62)  0.00
H (-4.29, -0.77, -1.84)  0.00
H (-3.33, -0.11, -3.81)  0.00
H (-5.10, 1.75, -3.96)  0.00
H (-3.61, 1.82, -4.91)  0.00
H (-4.75, 4.40, -4.47)  0.00
H (-3.84, 6.46, -3.41)  0.00
H (-2.14, 6.23, -1.60)  0.00
H (-1.03, 4.65, 0.06)  0.00
H (-0.16, 3.72, -1.17)  0.00
H (-0.57, 2.20, 0.43)  0.00
H (-3.42, 2.78, 0.70)  0.00
H (-2.24, 3.71, 1.62)  0.00
H (-3.13, 1.60, 2.81)  0.01
H (-1.38, 1.77, 2.76)  0.00
H (-1.18, -0.04, 1.40)  0.01
Cl (1.69, -0.91, -2.79)  0.00
C (0.11, -0.32, -2.42)  0.00
Cl (-0.20, 1.26, -3.25)  0.00
Cl (-1.17, -1.47, -2.95)  0.00
C (-0.32, -0.03, -0.97)  -0.01
N (0.25, -0.39, 0.08)  0.00
C (4.44, 0.52, -1.25)  0.00
Si (4.15, -0.10, 0.47)  0.00
C (3.78, 1.26, 1.68)  0.00
C (5.41, -1.33, 1.06)  0.00
Sb (1.96, -1.57, 0.60)  0.00
Si (1.51, -4.01, -0.25)  0.00
C (2.16, -4.25, -1.96)  0.00
C (-0.34, -4.15, -0.11)  0.00
C (2.45, -4.99, 1.01)  0.00
Si (1.38, -1.61, 3.12)  0.00
C (2.93, -2.21, 3.96)  0.00
C (-0.07, -2.74, 3.40)  0.00
C (0.90, 0.15, 3.57)  0.00
H (5.34, 1.13, -1.22)  0.00
H (3.63, 1.15, -1.61)  0.00
H (4.61, -0.29, -1.96)  0.00
H (4.64, 1.94, 1.71)  0.00
H (3.62, 0.89, 2.69)  0.00
H (2.92, 1.85, 1.38)  0.00
H (6.38, -0.83, 1.14)  0.00
H (5.53, -2.15, 0.36)  0.00
H (5.17, -1.73, 2.04)  0.00
H (1.58, -3.74, -2.73)  0.00
H (2.14, -5.32, -2.19)  0.00
H (3.20, -3.93, -2.04)  0.00
H (-0.86, -3.36, -0.65)  0.00
H (-0.66, -4.13, 0.93)  0.00
H (-0.65, -5.11, -0.53)  0.00
H (3.52, -4.82, 0.94)  0.00
H (2.29, -6.05, 0.82)  0.00
H (2.13, -4.80, 2.04)  0.00
H (3.36, -3.09, 3.47)  0.00
H (2.70, -2.50, 4.99)  0.00
H (3.69, -1.43, 4.00)  0.00
H (0.14, -3.78, 3.17)  0.00
H (-0.96, -2.43, 2.85)  0.00
H (-0.32, -2.69, 4.46)  0.00
H (0.95, 0.83, 2.72)  0.00
H (1.57, 0.54, 4.33)  0.00
H (-0.11, 0.16, 3.98)  0.00

Values from the calculation:
Relative energy (zero: lowest compared OMol25 entry of this formula, charge and spin): 12.9 kJ/mol
Energy: -4477.0133 hartree
HOMO level (spin up / spin down): -16.16 / -16.15 eV
Net charge: +3
Kohn-Sham gap (spin up / spin down): 7.3 / 6.9 eV
Multiplicity: 2